{
  "formula": "C54H114F6N6O3P",
  "method": "ωB97M-V/def2-TZVPD",
  "gap_ev": 6.21,
  "e_tot_ha": -3618.6887,
  "total_charge": 5,
  "homo_energy_ev": -19.7770,
  "fmax_ev_per_a": 9.95,
  "symbols": ["H", "H", "H", "C", "H", "H", "H", "H", "H", "H", "C", "H", "H", "C", "C", "C", "C", "H", "H", "H", "H", "C", "H", "H", "C", "H", "C", "H", "H", "H", "C", "F", "C", "N", "N", "H", "H", "H", "H", "C", "H", "C", "H", "P", "H", "H", "C", "N", "H", "H", "H", "H", "H", "N", "F", "N", "C", "H", "O", "H", "H", "C", "H", "H", "H", "C", "H", "C", "H", "H", "H", "C", "H", "H", "H", "C", "H", "H", "H", "H", "C", "O", "C", "H", "H", "H", "H", "F", "C", "C", "C", "H", "C", "C", "C", "H", "H", "C", "H", "H", "H", "H", "H", "H", "C", "C", "C", "H", "C", "H", "H", "H", "C", "H", "H", "H", "C", "H", "F", "H", "C", "H", "H", "H", "C", "H", "H", "H", "H", "H", "H", "H", "H", "H", "F", "H", "C", "C", "H", "O", "H", "H", "H", "C", "H", "H", "C", "C", "C", "H", "H", "C", "C", "H", "C", "H", "H", "N", "H", "H", "H", "C", "H", "H", "H", "F", "H", "C", "H", "H", "H", "H", "H", "H", "H", "C", "H", "C", "C", "C", "H", "H", "C", "C"],
  "coordinates": [[3.57570, -1.09405, 3.55453], [8.23006, -0.46532, -3.04221], [5.91239, 0.88895, -4.65226], [-2.79934, -0.87866, 3.99277], [-0.57717, 5.22218, 0.29506], [-0.47479, -5.56593, 2.94445], [-5.42804, -0.51129, 5.03666], [2.74364, -7.64157, 2.27111], [6.03144, 3.62374, -0.71185], [-3.28774, 1.86787, -1.70209], [-6.13317, -0.48647, 0.95477], [-2.32241, 4.16999, -4.78026], [1.07740, 2.49951, -1.14521], [-0.58099, 7.07812, 4.45795], [-2.25122, 1.65113, -3.65148], [0.07050, -6.43885, -4.01985], [-4.80473, 0.29024, 4.64025], [-8.32534, -2.32443, 1.84486], [0.93385, 1.41951, -3.43051], [2.70762, -4.60970, 1.25326], [-5.28534, 0.42337, -4.81351], [6.17911, 0.30083, -2.51721], [1.44539, 7.00670, 6.22057], [0.72155, -7.20173, -3.59295], [5.90001, 1.49118, 1.18619], [4.85107, -1.32333, -1.67860], [-6.29753, -0.13131, 2.47819], [-3.30764, 3.96001, -3.26125], [1.10907, -7.72129, 2.84273], [-0.00499, -1.14702, -5.72780], [7.24871, -0.79512, -2.70120], [-0.58474, -2.14758, -1.54810], [-7.40093, -1.00161, 0.26875], [-0.64120, -3.90454, -3.78499], [6.44109, 1.10313, -1.19390], [0.55710, -6.22255, -4.97092], [-1.50625, 0.89327, -3.40904], [6.83389, 2.05035, 1.24372], [-3.82975, -0.48477, -5.06596], [-0.06049, -4.60699, 3.25572], [-1.50220, -1.65097, -5.03950], [0.65193, 3.07391, -1.96809], [7.37968, -1.46547, -1.85174], [-0.25710, -1.07401, -0.41950], [2.11287, 5.51133, 5.83699], [-0.20962, -1.08971, -3.99780], [-0.13288, 2.98475, -4.21400], [1.43107, -4.63885, 2.94268], [2.54564, -5.17959, -4.34009], [-0.79842, -7.06414, -4.22500], [-1.16176, 2.19732, -1.39990], [2.47620, -0.91933, 4.87429], [-1.77878, -0.58501, 3.74719], [-4.83974, 0.15343, 3.06603], [1.25176, -1.70454, -0.34084], [0.48883, 4.91900, 3.60208], [1.66207, -4.86166, 1.43054], [0.38435, 5.62136, 6.40867], [7.77569, 1.58554, -1.06485], [1.49709, -2.31360, -3.34970], [-2.83429, -1.83821, 4.50867], [5.32870, 1.61045, -0.25010], [-0.11093, 2.63811, 1.94074], [0.71356, -4.63911, -6.29264], [1.06709, 4.08173, -1.97383], [-1.70668, 5.56999, 2.75783], [-3.28420, -0.99220, 1.88692], [1.16635, 6.04899, 5.78121], [-2.78066, 0.94410, 4.93196], [0.17172, -3.03052, -6.97495], [-2.50251, 1.55669, -4.70790], [4.79105, -0.46814, -2.35177], [-2.06492, -5.64933, -2.01646], [-5.34948, -1.22512, 0.78647], [-0.40956, -4.40031, 4.26741], [2.52784, -0.90253, 3.78564], [4.09669, -0.12704, 0.33379], [2.17207, 7.91208, 4.05401], [-0.72265, -6.49579, -1.37606], [6.96526, 2.03249, -3.73646], [-4.09452, 0.06447, -2.91258], [1.32563, 3.83830, 4.08183], [-0.46438, 4.72666, 2.40543], [2.61423, 6.63893, 3.00312], [0.31873, -6.43100, 0.96401], [-8.76992, -2.69189, 0.30826], [-3.50036, -0.80202, -2.62231], [-0.03086, 0.09760, 0.71697], [-0.14853, -5.17557, -3.09050], [0.96654, 2.50208, -3.30777], [0.12223, 5.29892, 1.12756], [-7.10538, -3.07558, 0.82511], [-2.32346, 4.14775, -3.69049], [1.65697, -2.03651, 3.15382], [-4.41938, 1.56061, 2.44746], [-0.81761, -4.71602, -1.16837], [-1.93397, 5.12114, -3.39231], [3.98278, 0.73707, -0.32076], [-5.31575, 2.18079, 2.44747], [6.34215, 0.52820, 1.44169], [-5.78201, 0.31814, 0.30871], [0.60277, -1.93136, 3.41016], [-3.18019, -0.42059, 6.00068], [-5.10718, -1.28796, -4.31000], [-0.42446, -1.69077, -4.88135], [0.10338, -3.74633, -6.15577], [1.73955, 7.13535, 3.42337], [-8.26202, -0.35252, 0.10966], [-0.99266, -5.55068, -1.84720], [1.83659, -6.74455, 0.27787], [5.25419, 2.00138, -3.68217], [0.26153, 3.99937, -4.26952], [-1.41347, 7.03544, 3.17395], [-1.08408, 2.81639, 3.23516], [0.41214, 6.34920, 1.15863], [-3.58909, 1.97475, 3.01948], [1.97515, -5.99600, 3.53234], [6.94555, -1.49302, -3.48167], [-1.82345, -0.53535, -0.57818], [3.20448, -4.14591, -3.27754], [-0.87588, 3.08702, -1.96097], [4.46302, -0.82985, -3.32628], [-4.33022, -1.86891, 3.08210], [-6.97625, -1.29705, -0.69065], [1.61026, -3.01405, -4.17715], [-0.44496, -3.93453, 2.48886], [4.60479, 3.27969, -1.65320], [1.14606, 0.67701, 3.48782], [-4.21618, 1.35671, 1.39616], [-2.24330, 7.74187, 3.19492], [-0.91189, 7.57861, 2.37303], [1.71448, -5.66622, -2.08058], [2.76671, -0.34875, -1.78438], [3.03348, -5.90306, 3.77604], [0.15958, 0.07234, -1.57578], [2.86790, 1.13824, 3.49702], [-4.62831, -0.30941, -4.34508], [-3.34976, 0.01841, 5.01750], [-6.66544, -1.02734, 2.97806], [-2.02346, -3.65525, -3.83549], [3.24851, -3.67194, 3.07485], [2.20238, -3.62782, 4.54831], [-0.27729, 8.10955, 4.63691], [6.12279, 1.34286, -3.68386], [-0.95611, -4.00023, -6.18915], [2.29926, -2.57482, -4.89858], [1.27064, -4.80717, -2.58369], [0.21203, -3.06411, -4.75021], [1.85478, -7.03440, 2.44248], [-5.18684, 1.27088, 4.92385], [1.10341, -4.18869, 0.78008], [-3.80791, -0.94292, 2.84160], [5.06314, 3.12448, -0.67651], [1.14274, 7.64407, 2.66632], [0.74109, 6.25774, 4.31848], [-2.17377, 5.12636, 3.63710], [1.68231, -1.97054, 2.06612], [-1.43251, 2.93392, -3.36434], [4.49705, 3.74250, 0.02041], [2.24853, 0.27006, 2.03003], [1.36274, -6.19274, 4.41231], [-7.89460, -2.32399, 0.84357], [1.18617, -3.98711, -1.87062], [3.14652, 1.26978, 0.13199], [-2.46661, 5.51521, 1.97832], [-0.88835, -2.14368, 0.66105], [1.92788, 2.66669, -3.79440], [3.61055, 0.34029, -1.82004], [-6.95636, 0.70689, 2.70505], [-4.27309, 2.26522, -3.00028], [1.11212, 4.87297, 0.96391], [-1.76201, 3.03545, 1.61037], [-4.98912, -0.05597, -2.30161], [5.24363, 1.89252, 1.95832], [3.33934, 1.18854, -2.44854], [-0.92624, 3.28534, 2.26394], [-1.37700, 3.92489, -1.47624], [2.13597, 0.43386, 3.10176], [2.21795, -4.37699, -3.67936], [2.25418, -3.46682, 3.47151], [-0.20223, 2.48861, -5.18206], [-1.18738, 6.81820, 5.32561], [-3.51102, 1.53918, -2.71708], [1.38270, -6.34293, 1.18384]],
  "atomic_forces_ev_per_a": [[0.1, -0.2, -0.1], [-0.1, 0.4, 0.3], [0.8, -0.8, 0.1], [0.2, -1.2, -0.3], [0.1, -0.5, 0.2], [0.2, -0.2, 0.3], [-0.3, 0.2, -0.1], [0.2, 0.4, 0.2], [0.1, 0.0, -0.1], [0.3, -0.8, 0.2], [-0.6, 1.0, 0.4], [-0.6, 0.0, 0.0], [-0.2, 0.1, 0.0], [-0.5, 0.3, -1.5], [0.3, 0.4, 1.9], [-0.5, 0.0, -1.1], [-0.1, -0.6, -0.7], [0.4, 0.5, 0.4], [-0.1, -0.4, 1.2], [0.1, -0.1, 0.2], [-0.2, 0.0, 0.3], [-1.0, -1.0, 0.3], [-0.4, 0.3, -0.3], [0.3, 0.6, 0.9], [1.5, 0.8, -0.4], [0.6, -0.1, -0.1], [2.0, -1.1, -1.0], [0.2, 0.2, -0.2], [0.0, -0.4, -0.6], [0.3, -0.3, 0.0], [0.6, -0.1, -0.3], [0.3, -0.4, -1.2], [0.3, -1.5, 0.1], [-8.6, -0.1, -1.7], [7.2, 3.0, -0.8], [-0.3, 0.2, 0.1], [-0.3, -0.4, 0.1], [-0.2, 0.7, -0.1], [0.4, 0.2, 0.0], [0.1, 0.0, -2.0], [0.1, -0.5, 0.0], [0.2, 0.7, -0.4], [-0.1, 0.4, 0.4], [-2.5, 1.1, 0.0], [-0.2, -0.4, 0.2], [0.0, 0.0, 0.2], [0.4, 1.0, 0.6], [0.2, -1.3, -0.2], [-0.9, 0.2, -0.8], [-0.6, 0.7, -0.1], [-0.3, -0.1, -0.1], [-0.3, 0.3, 0.0], [-0.1, -0.3, -0.3], [-0.2, 2.0, 0.3], [-0.8, 1.1, 0.5], [5.6, -5.3, 2.8], [0.3, 0.1, 0.0], [0.1, -0.2, -0.3], [-9.4, -3.3, -0.4], [0.6, -0.1, 0.4], [0.7, -0.4, -0.7], [-1.1, 0.0, 0.9], [0.3, 0.1, -0.5], [0.0, 0.3, 0.0], [-0.1, 0.2, 0.4], [-0.7, 1.4, 1.6], [-0.7, 0.4, -0.2], [1.6, -0.3, -0.5], [-0.2, 0.3, 0.6], [0.7, 0.1, 0.3], [0.0, 0.5, 0.0], [-0.2, 1.1, -0.2], [0.1, 0.2, -0.3], [-0.1, -0.4, 0.5], [0.8, 0.2, 0.0], [-0.4, -0.8, -1.2], [0.2, -0.3, -0.4], [-0.3, -0.1, 0.4], [0.6, 0.1, -0.4], [0.3, -0.5, 0.0], [-1.2, 0.3, -0.6], [-6.1, 6.8, -3.6], [-1.5, 0.6, 0.4], [-0.3, -0.4, -0.1], [-0.2, -0.3, 0.4], [0.3, -0.1, -0.5], [0.8, 0.6, 0.3], [0.6, -1.4, -0.5], [1.0, -1.3, 0.9], [0.1, -3.0, -1.8], [1.8, 0.6, 0.1], [-0.1, -0.1, -0.1], [0.4, -0.8, -0.9], [1.5, -1.1, -0.2], [-0.8, -2.0, 0.2], [-0.3, -0.2, 0.4], [0.4, -0.4, 0.4], [0.6, 0.5, -2.0], [0.2, 0.1, 0.5], [-0.9, -0.6, -0.1], [0.0, 0.7, 0.5], [0.0, -0.2, 0.4], [-0.5, 0.5, 0.1], [-0.3, 0.2, 0.2], [-0.1, 1.0, 0.3], [-1.4, -0.5, 0.6], [-0.4, -0.3, 0.4], [0.5, 0.5, 0.2], [-0.5, 1.0, -0.5], [0.4, 0.3, 0.1], [-0.3, 0.1, 0.9], [-1.5, 0.7, -0.9], [0.5, 0.2, -0.7], [-0.6, 0.4, 0.3], [-0.6, 0.1, 0.4], [-0.1, -0.1, -0.2], [0.6, 1.1, -0.1], [-0.5, 0.3, -0.2], [0.7, 0.3, 0.0], [-0.1, 0.3, 0.6], [-0.8, -1.4, 1.2], [0.7, -0.1, -0.2], [-0.4, 0.0, -0.8], [-0.5, 0.3, -0.5], [1.0, -0.7, -0.4], [-0.4, 0.5, 0.5], [0.0, -0.5, -0.1], [-0.1, 0.4, -0.7], [0.5, 0.1, 0.2], [-0.8, -0.8, 0.7], [0.7, -0.4, -0.2], [-0.5, -0.2, 0.2], [-0.2, 0.2, 0.0], [-0.2, 0.6, 0.4], [0.4, -1.3, 0.8], [-0.2, 0.5, -0.4], [0.9, 0.3, 0.1], [-0.2, 2.2, 0.5], [0.1, 0.1, 0.2], [9.2, -1.8, 0.9], [0.0, 0.5, 0.2], [0.5, 0.1, 0.1], [0.2, 0.0, 0.0], [-0.6, 0.5, 0.2], [0.0, -0.6, -0.4], [-0.3, 0.2, -0.2], [0.5, -0.2, 0.1], [-0.4, -0.2, -0.7], [-1.2, -1.2, 0.5], [-0.1, -0.2, -0.1], [-0.4, 0.1, 0.5], [0.0, -0.5, 0.7], [1.2, -0.2, -0.1], [0.3, -0.2, -0.1], [-0.6, 0.6, 0.9], [-0.1, -0.3, 0.1], [0.0, 0.4, -0.1], [0.5, 1.9, -1.1], [-0.2, -0.8, 0.5], [-0.5, 0.5, 0.1], [0.3, 0.0, 0.0], [-0.7, -0.4, 0.4], [0.0, 0.0, 0.2], [0.3, 0.6, 0.0], [0.4, -0.1, -0.3], [1.4, 0.6, 0.4], [0.1, 0.9, 0.4], [0.9, -0.2, 1.9], [0.3, 0.1, -0.1], [-0.2, -0.3, -0.5], [-0.2, -0.7, -0.6], [-0.1, 0.9, 0.0], [0.0, 0.4, 0.4], [-0.2, -0.3, -0.3], [0.1, 0.1, 0.2], [1.8, -1.5, 0.7], [0.3, 0.1, -0.2], [0.9, -1.1, 1.8], [-0.1, 1.5, 0.4], [-1.9, 0.3, 0.6], [-0.3, 0.2, 0.2], [0.2, -0.5, 0.0], [0.5, -1.3, -1.5], [-0.5, 0.7, -0.6]]
}